This record from the Open Molecules 2025 dataset describes the molecule C17H17N9O2 at a distorted geometry. The level of theory is ωB97M-V/def2-TZVPD.

The geometry in XYZ format:
```
45
Properties=species:S:1:pos:R:3:forces:R:3:lowdin_charge:R:1
C -2.0381 -0.2132 2.9349 0.45 1.78 0.43 -0.02
C -1.6436 0.3294 1.5529 -0.96 1.67 -1.87 -0.20
N -1.9149 1.6066 1.0889 -0.47 -1.17 1.40 0.10
N -1.6170 1.6768 -0.2585 1.64 -2.76 -0.33 0.01
C -1.8768 2.7968 -1.1042 0.06 0.69 0.36 -0.13
N -1.6739 2.7140 -2.4279 -0.78 -0.42 0.31 0.13
C -2.0133 3.7842 -3.2214 0.15 2.03 3.83 -0.14
N -2.3057 4.9747 -2.6593 -0.70 -1.09 -2.14 0.14
C -2.5984 4.9949 -1.3654 -0.41 3.15 -1.71 -0.34
N -3.2593 6.0563 -0.7387 -0.49 -1.41 1.03 0.16
C -3.4927 5.5155 0.4655 0.47 3.47 -1.55 -0.16
N -2.8808 4.3815 0.6514 -0.35 -3.29 4.00 0.11
C -2.3793 3.9928 -0.5077 1.83 -3.96 -1.57 -0.17
C -1.0612 0.4393 -0.6054 -0.03 0.13 -0.97 -0.13
C -1.1066 -0.4315 0.4579 -0.21 0.70 0.13 -0.07
C -0.6660 -1.8620 0.3060 -0.01 -1.48 2.39 -0.32
O 0.6542 -2.1406 0.7478 2.61 1.61 0.44 -0.14
C 1.8373 -1.2729 0.2013 -2.85 -1.93 -2.33 -0.06
C 2.8245 -2.2856 -0.4716 -0.96 0.65 1.45 -0.08
N 3.7077 -2.7048 0.6503 2.31 -3.28 -0.53 -0.15
C 3.9548 -4.0208 1.0592 -0.40 -0.17 0.03 -0.09
C 5.1716 -4.0847 1.6942 0.02 -0.20 -0.96 -0.09
C 5.7360 -2.7517 1.5691 -1.13 -2.23 -0.09 -0.14
N 4.8570 -2.0552 0.8730 0.91 3.39 0.39 0.02
C -0.7574 -2.4606 -1.0596 -1.17 1.77 -1.17 -0.01
C -0.5450 -1.3337 -2.0679 0.10 -2.24 0.06 -0.54
O -0.3772 -1.5319 -3.2177 0.85 -2.85 -4.43 0.09
N -0.5426 -0.0426 -1.8353 -1.02 5.03 2.19 0.15
H -2.4016 -1.2403 2.8985 0.23 0.13 -0.10 0.07
H -1.1993 -0.0969 3.6369 0.27 -0.71 -0.46 0.08
H -2.7526 0.4136 3.5165 -0.10 -0.29 -1.14 0.08
H -2.1169 3.8157 -4.2922 0.71 -0.88 -0.22 0.11
H -3.9499 5.9962 1.2937 -0.54 0.50 0.31 0.12
H -2.9216 3.8047 1.5128 0.14 0.45 -1.10 0.17
H -1.3047 -2.5171 0.9923 0.81 0.94 -0.58 0.17
H 1.4244 -0.6150 -0.6029 0.35 -0.27 0.90 0.11
H 2.2602 -0.7174 1.0001 0.34 0.32 0.67 0.10
H 3.3762 -1.8275 -1.3305 -0.18 -0.46 0.99 0.13
H 2.1878 -3.1456 -0.8295 1.06 0.78 0.48 0.13
H 3.2973 -4.8709 0.8650 -0.04 0.64 0.03 0.11
H 5.6488 -5.0631 1.8654 -0.23 0.88 0.58 0.09
H 6.7468 -2.4845 1.9890 -1.51 0.41 -0.99 0.12
H -0.0191 -3.2800 -1.2385 -0.98 0.70 0.18 0.15
H -1.8189 -2.7340 -1.2497 0.71 -0.38 -0.07 0.15
H -0.4503 0.4912 -2.7388 -0.48 -0.33 1.76 0.18
```
Forces are in eV/Å.

The frontier orbital gap comes out at 0.321 Eh. As for the total energy: -1301.19154 a.u. Its HOMO energy is -8.899 eV. The spin multiplicity is 1. The largest force on an atom comes out at 5.57 eV Å⁻¹. The net charge is 0.

This record from the Open Molecules 2025 dataset describes the molecule C5H6O2. The level of theory is ωB97M-V/def2-TZVPD.

The geometry in XYZ format:
```
13
Properties=species:S:1:pos:R:3:forces:R:3:lowdin_charge:R:1
O 1.9893 -1.3994 -0.2757 -0.19 0.68 -0.09 0.05
C 1.6160 -0.2523 -0.4111 0.00 -0.22 0.05 -0.20
C 0.2214 0.1801 -0.1101 0.07 0.14 -0.05 -0.32
C -0.2956 1.5815 -0.2451 -0.32 -0.07 0.12 -0.19
O -1.4455 1.8451 0.0368 0.48 0.03 -0.16 0.04
C -0.4742 -0.6084 1.0084 -0.05 -0.10 0.17 -0.05
C -0.8538 -0.8842 -0.3801 -0.13 -0.13 -0.07 -0.05
H 2.3227 0.5204 -0.7736 -0.11 0.01 0.03 0.13
H 0.3574 2.4042 -0.6029 0.20 -0.38 0.02 0.13
H -1.1374 0.0011 1.6142 0.06 -0.16 -0.11 0.12
H 0.1603 -1.3266 1.5195 -0.09 0.13 -0.13 0.12
H -1.7857 -0.4709 -0.7536 0.13 -0.11 0.11 0.12
H -0.4836 -1.7949 -0.8426 -0.04 0.18 0.10 0.12
```
Forces are in eV/Å.

The frontier orbital gap comes out at 0.392 Eh. As for the total energy: -344.55302 a.u. Its HOMO energy is -10.095 eV. The spin multiplicity is 1. The largest force on an atom comes out at 0.71 eV Å⁻¹. The net charge is 0.

This record from the Open Molecules 2025 dataset describes the molecule C5H10O2. The level of theory is ωB97M-V/def2-TZVPD.

The geometry in XYZ format:
```
17
Properties=species:S:1:pos:R:3:forces:R:3:lowdin_charge:R:1
C -0.6686 -2.6454 0.1206 -0.03 -0.31 0.09 -0.11
O -0.6098 -1.3622 -0.4493 -0.02 0.02 -0.04 -0.19
C -0.0283 -0.4110 0.4105 0.09 0.18 0.12 -0.23
C -0.0657 0.9430 -0.3007 0.00 0.05 0.02 -0.32
C 0.0345 2.1514 0.6224 -0.01 0.07 0.07 -0.06
C 1.0049 0.9918 -1.3734 0.14 0.26 -0.10 -0.22
O 1.6360 1.9836 -1.6540 -0.24 -0.44 0.09 0.06
H 0.3349 -3.0673 0.2840 -0.12 0.09 -0.03 0.09
H -1.2158 -3.2872 -0.5738 0.10 0.09 0.10 0.09
H -1.2003 -2.6336 1.0848 0.07 0.03 -0.14 0.09
H 1.0097 -0.7018 0.6579 -0.15 0.06 -0.03 0.14
H -0.5865 -0.3613 1.3606 0.06 0.04 -0.16 0.13
H -1.0291 0.9662 -0.8326 0.12 0.00 0.03 0.16
H 0.0398 3.0673 0.0271 0.00 -0.11 0.11 0.08
H -0.8086 2.1916 1.3189 0.11 -0.06 -0.09 0.08
H 0.9646 2.1404 1.2007 -0.11 -0.05 -0.07 0.09
H 1.1882 0.0345 -1.9037 -0.02 0.08 0.02 0.13
```
Forces are in eV/Å.

The frontier orbital gap comes out at 0.387 Eh. As for the total energy: -346.96015 a.u. Its HOMO energy is -9.678 eV. The spin multiplicity is 1. The largest force on an atom comes out at 0.51 eV Å⁻¹. The net charge is 0.

This record from the Open Molecules 2025 dataset describes a structure of composition C4H5IN2 at a distorted geometry. The level of theory is ωB97M-V/def2-TZVPD.

The geometry in XYZ format:
```
12
Properties=species:S:1:pos:R:3:forces:R:3:lowdin_charge:R:1
C -0.8117 -1.0001 -0.0698 2.76 2.29 0.40 -0.15
C 0.3973 -1.3494 0.1970 4.05 1.15 0.03 0.08
C -0.1557 1.3740 -0.1636 0.28 -1.69 0.91 -0.19
C -1.2086 0.4012 0.0196 -2.71 1.24 1.22 -0.20
N 1.0566 1.1283 0.0281 3.06 2.12 -1.05 -0.15
N 1.6456 0.1256 0.5500 -3.38 -3.60 0.55 -0.50
I 3.6908 -0.2027 0.0848 -0.81 0.04 -0.20 0.63
H -1.5522 -1.6383 -0.2185 -2.97 -3.16 -0.95 0.07
H 1.0009 -2.2272 0.0246 -0.17 -0.09 0.45 0.06
H -0.3861 2.1964 -0.7381 -0.30 2.16 -0.78 0.08
H -1.9279 0.7738 -0.7356 -0.33 -1.07 0.37 0.12
H -1.7490 0.4184 1.0215 0.51 0.61 -0.95 0.15
```
Forces are in eV/Å.

The frontier orbital gap comes out at 0.280 Eh. As for the total energy: -562.43596 a.u. Its HOMO energy is -8.314 eV. The spin multiplicity is 1. The largest force on an atom comes out at 4.97 eV Å⁻¹. The net charge is 0.

This record from the Open Molecules 2025 dataset describes the molecule C3H2ClNO2S at a distorted geometry. The level of theory is ωB97M-V/def2-TZVPD.

The geometry in XYZ format:
```
10
Properties=species:S:1:pos:R:3:forces:R:3:lowdin_charge:R:1
C 0.2024 0.3819 0.4432 -0.18 1.18 1.56 -0.19
C 2.1191 -0.5263 -0.4177 -1.63 -0.68 1.46 -0.55
C -1.0847 0.1966 0.1265 0.24 0.18 1.42 -0.45
N 1.1142 0.1790 -0.5741 -0.26 0.54 -0.45 -0.02
O -3.4376 1.3899 -0.0454 -0.59 0.18 0.37 -0.45
O -1.7136 -0.2732 -0.9539 -0.41 -0.57 -0.43 -0.20
S -2.8637 0.1146 0.2936 1.77 0.44 -0.65 1.06
Cl 2.3772 -1.5172 1.0327 0.43 0.36 -0.50 0.59
H 0.6981 0.8049 1.3950 -1.69 -0.84 -1.29 0.15
H 2.5887 -0.7504 -1.3001 2.34 -0.80 -1.48 0.05
```
Forces are in eV/Å.

The frontier orbital gap comes out at 0.338 Eh. As for the total energy: -1179.00228 a.u. Its HOMO energy is -9.166 eV. The spin multiplicity is 1. The largest force on an atom comes out at 2.88 eV Å⁻¹. The net charge is 0.

This record from the Open Molecules 2025 dataset describes a cluster of 2 separate species, C2H4N3O2S in total at a distorted geometry. The level of theory is ωB97M-V/def2-TZVPD.

The geometry in XYZ format:
```
12
Properties=species:S:1:pos:R:3:forces:R:3:lowdin_charge:R:1
C 1.9028 -0.9739 0.9820 -0.16 1.44 -0.59 -0.89
C 1.6249 0.6594 -1.0171 0.23 -0.04 0.31 -0.74
N 1.7304 0.0841 0.4861 0.04 -0.47 0.48 0.12
N -1.7147 0.1243 0.8666 0.14 0.01 0.07 -0.10
N -2.3056 0.2338 -0.4433 0.04 -0.22 -0.13 -0.11
O 0.4909 0.5804 -1.4054 -1.22 -0.06 -0.48 0.01
O 2.6923 1.0385 -1.4009 1.00 0.36 -0.37 0.04
S 2.1273 -2.3445 1.7296 0.19 -1.22 0.61 0.54
H -1.5901 1.0747 1.2048 -0.04 -0.21 -0.06 0.05
H -1.5899 0.5167 -1.1181 -0.05 -0.22 0.23 0.02
H -0.7757 -0.2806 0.8104 -0.23 0.26 -0.14 0.03
H -2.5925 -0.7129 -0.6947 0.05 0.38 0.06 0.05
```
Forces are in eV/Å.

The frontier orbital gap comes out at 0.313 Eh. As for the total energy: -791.61435 a.u. Its HOMO energy is -5.179 eV. The spin multiplicity is 1. The largest force on an atom comes out at 1.56 eV Å⁻¹. The net charge is -1.